Entry 1:
A cluster of 5 separate species, C18H48B2F8N3O6 in total. Source: the OMol25 dataset; level of theory: ωB97M-V with the def2-TZVPD basis set.

## Properties
* E_LUMO: -2.00 eV
* molar mass: 576.21 g mol⁻¹
* HOMO energy: -9.9 eV
* maximum force: 4.49 eV/Å
* energy above the lowest of the compared OMol25 structures with the same formula, charge and spin: 182.35 kcal/mol
* frontier orbital gap: 7.94 eV

Structure (ORCA input):
```
! wB97M-V def2-TZVPD RIJCOSX def2/J DEFGRID3
* xyz 1 1
C -1.96404 -4.58906 1.21450
O -0.72930 -4.92229 1.76982
C -0.37816 -6.32632 1.92485
C 0.37426 -6.60234 3.23141
N -0.31390 -5.99180 4.48536
H 0.30703 -5.31066 4.89840
H -1.11697 -5.41438 4.28098
C -0.75813 -7.04244 5.53441
C 0.31140 -7.57155 6.59231
O 1.36736 -8.00751 5.78859
C 2.58745 -8.48237 6.44264
H -1.95109 -3.51209 1.38202
H -2.84024 -4.99530 1.71982
H -2.01664 -4.99067 0.20255
H 0.07425 -6.77613 1.04104
H -1.30830 -6.89346 1.96076
H 1.29425 -6.01801 3.24763
H 0.44186 -7.68419 3.34610
H -1.41830 -7.78244 5.08200
H -1.53222 -6.58692 6.15198
H -0.19268 -8.38257 7.11792
H 0.55650 -6.73045 7.24084
H 3.26293 -7.87993 7.05000
H 3.29721 -8.77063 5.66724
H 2.50491 -9.40934 7.01010
C 4.72237 -5.25086 -1.71836
O 4.09311 -4.00064 -1.53254
C 4.87915 -2.97945 -1.00036
C 4.08365 -1.60173 -0.87572
N 3.45769 -1.10071 -2.25685
H 2.57687 -1.59038 -2.32387
H 3.21268 -0.12885 -2.13216
C 4.16203 -1.21893 -3.62602
C 3.19130 -0.79092 -4.74220
O 2.24409 -1.82180 -4.98129
C 1.30384 -1.40229 -5.92561
H 4.97977 -5.64902 -0.73688
H 5.65306 -5.16940 -2.27985
H 4.05111 -5.98630 -2.16180
H 5.76114 -2.87577 -1.63236
H 5.05007 -3.26319 0.03808
H 4.58368 -0.68239 -0.57095
H 3.31294 -1.61517 -0.10505
H 4.37657 -2.27153 -3.81074
H 5.09639 -0.66249 -3.69979
H 3.76850 -0.78559 -5.66680
H 2.68388 0.11956 -4.42335
H 1.74807 -1.41258 -6.92092
H 0.77172 -0.47866 -5.69788
H 0.42412 -2.03976 -5.83727
C -3.98331 8.99156 0.91783
O -4.38331 8.61646 -0.42565
C -5.02828 7.36669 -0.50657
C -5.05847 6.94897 -2.01285
N -3.85422 7.27384 -2.84920
H -3.41343 8.08356 -2.43669
H -3.27463 6.51298 -2.52473
C -4.03695 7.25820 -4.37983
C -4.26265 8.62788 -4.82326
O -3.31007 9.57138 -4.38464
C -3.84110 10.88640 -4.53158
H -4.55448 8.68727 1.79491
H -3.68829 10.01871 1.13240
H -3.14734 8.34483 1.18426
H -6.02736 7.44862 -0.07851
H -4.45227 6.65156 0.08072
H -5.87332 7.59543 -2.33872
H -5.32492 5.89634 -2.10819
H -4.87603 6.63786 -4.69488
H -3.03386 7.09307 -4.77305
H -5.28120 8.85962 -4.51187
H -4.16413 8.57072 -5.90729
H -4.84580 11.04786 -4.14094
H -3.98518 11.04904 -5.59970
H -3.22696 11.72875 -4.21320
B 3.20375 -1.23990 6.68251
F 2.86744 -1.00270 8.01768
F 3.07063 -2.49395 6.29518
F 2.39830 -0.44035 5.89357
F 4.45679 -0.85877 6.37045
B 0.15229 3.56308 -0.17643
F 1.35173 3.57461 -0.92944
F -0.87266 3.11058 -1.00362
F 0.27317 2.55251 0.85782
F -0.02111 4.79894 0.36082
*
```



Entry 2:
The molecule C4H11NS2. Source: the OMol25 dataset; level of theory: ωB97M-V with the def2-TZVPD basis set.

## Properties
* E_LUMO: 0.30 eV
* molar mass: 137.27 g mol⁻¹
* structure (SMILES): CCNCCSS
* HOMO energy: -8.1 eV
* maximum force: 3.72 eV/Å
* energy above the lowest of the compared OMol25 structures with the same formula, charge and spin: 63.13 kcal/mol
* frontier orbital gap: 8.39 eV

Structure (ORCA input):
```
! wB97M-V def2-TZVPD RIJCOSX def2/J DEFGRID3
* xyz 0 1
C -1.96968 -0.87433 1.78567
C -1.83380 0.53663 2.35509
N -0.95469 1.43108 1.57519
C -0.14134 1.38178 0.25413
C 1.08506 0.38686 0.34639
S 1.04087 -1.19870 -0.61868
S 1.03710 -0.24302 -2.54228
H -0.95627 -1.31488 1.88793
H -2.90986 -1.40385 2.21904
H -2.23905 -0.78770 0.74345
H -2.85039 1.23616 2.66638
H -1.42542 0.32774 3.41554
H -1.33988 2.39174 1.82312
H 0.39102 2.27997 0.01590
H -0.91661 1.26031 -0.48207
H 1.03992 0.04436 1.45029
H 1.99147 0.93613 0.26953
H -0.19109 -0.50563 -2.90788
*
```



- Which formula does entry 1 have?
  C18H48B2F8N3O6